Formula: C26H51N3O5
Source: the OMol25 dataset
Level of theory: ωB97M-V with the def2-TZVPD basis set

Geometry as XYZ:
```
85
Properties=species:S:1:pos:R:3:forces:R:3:mulliken_charge:R:1
C -0.6142 1.9918 1.0403 -0.3 0.5 0.0 -0.219
C -0.9740 2.1032 -0.0993 0.9 -0.4 -0.4 -0.513
C -1.0401 2.2716 -1.5628 -0.9 -0.3 0.7 -1.419
C -1.4941 1.0740 -2.4121 -0.6 0.3 -0.5 1.103
C -3.0162 0.8538 -2.4591 -0.4 0.3 0.1 -0.464
C -3.8180 2.1068 -2.8769 -0.3 -0.2 0.3 -1.387
O -1.1898 1.5288 -3.7631 0.7 -0.2 -0.3 -0.433
C -0.6926 0.5078 -4.5037 -0.4 0.6 1.0 0.456
O -0.2717 0.6171 -5.6032 -0.1 -0.4 -0.3 -0.547
O -0.7481 -0.6200 -3.7475 0.8 -0.5 -0.6 -0.420
C -0.7097 -0.2745 -2.3631 -0.6 -0.1 1.0 2.858
C 0.7160 -0.2231 -1.7695 0.5 0.6 -0.6 -1.497
C 1.8668 -0.2744 -2.7957 0.3 -0.3 0.1 -1.410
C 2.3630 -1.6833 -3.2322 0.3 -0.1 0.0 0.829
C 3.7210 -2.0654 -2.5678 -1.0 -0.3 0.0 -1.328
C 1.3905 -2.8431 -2.9762 0.6 -0.1 -0.3 -1.679
C -1.4890 -1.3744 -1.6274 -0.5 -0.8 -0.2 -2.045
O -1.8760 -0.8754 -0.3500 0.1 0.4 -0.2 0.097
N -1.7794 -1.8805 0.6473 0.9 0.2 0.1 0.002
O -1.2256 -1.4376 1.5717 -0.5 -0.4 0.2 -0.230
H -0.3506 2.0926 2.0664 -0.1 -0.3 0.0 0.500
H -1.7846 3.0538 -1.7245 0.2 0.1 -0.3 0.460
H -0.0838 2.6198 -1.9489 0.0 0.0 0.1 0.445
H -3.2247 0.0727 -3.1918 0.2 -0.1 0.0 0.643
H -3.4169 0.4960 -1.5096 0.3 0.0 0.1 0.218
H -4.3713 2.4967 -2.0190 0.1 0.2 0.0 0.197
H -3.2095 2.9079 -3.2910 0.0 -0.1 -0.1 0.424
H -4.5761 1.8405 -3.6135 0.1 0.0 -0.1 0.336
H 0.8520 0.6935 -1.1945 -0.2 0.0 0.0 0.345
H 0.8635 -1.0228 -1.0447 -0.2 0.0 0.0 0.351
H 2.7165 0.2142 -2.3115 -0.1 0.1 -0.1 0.657
H 1.6656 0.3153 -3.6913 -0.2 0.1 0.1 0.266
H 2.5584 -1.6588 -4.3071 -0.2 0.2 0.0 0.432
H 4.3556 -2.5733 -3.2934 0.2 0.2 0.1 0.322
H 4.2030 -1.2016 -2.1142 0.3 -0.1 -0.1 0.330
H 3.4936 -2.8049 -1.7938 0.3 0.2 0.2 0.254
H 1.2691 -2.9802 -1.8992 -0.3 0.0 0.0 0.261
H 0.4485 -2.7652 -3.5156 -0.1 0.2 0.2 0.228
H 1.8765 -3.7560 -3.3356 -0.1 0.0 0.0 0.586
H -0.8586 -2.2475 -1.4609 0.2 0.1 -0.2 0.651
H -2.3439 -1.7364 -2.2057 -0.1 0.3 0.0 0.373
C 8.3514 -1.0714 1.0981 0.0 0.0 0.0 -1.493
C 6.8902 -1.3752 0.8027 0.1 0.1 0.0 -0.204
N 6.2913 -2.3065 1.7405 -0.1 -0.2 0.0 0.102
C 4.9934 -2.7964 1.3110 -0.1 -0.1 -0.2 -0.896
C 3.8442 -1.7881 1.1959 -0.1 -0.1 0.0 -0.709
C 6.3964 -1.9462 3.1441 0.2 0.1 0.2 -0.739
C 5.7977 -0.6055 3.5903 -0.1 0.0 0.1 -0.956
H 8.9425 -1.9875 1.1319 0.0 0.0 0.0 0.343
H 8.7593 -0.4339 0.3124 0.0 0.0 0.0 0.441
H 8.4786 -0.5409 2.0427 0.0 0.0 0.0 0.300
H 6.8381 -1.8213 -0.1945 -0.1 -0.1 0.0 0.358
H 6.3374 -0.4237 0.7475 0.0 0.0 0.0 0.234
H 4.6861 -3.6073 1.9771 0.1 0.1 0.1 0.344
H 5.1286 -3.2678 0.3317 0.1 0.1 0.0 0.404
H 3.4522 -1.5046 2.1717 0.0 0.1 0.0 0.358
H 3.0184 -2.2418 0.6417 0.0 0.0 0.0 0.227
H 4.1385 -0.8844 0.6608 0.0 0.0 0.0 0.216
H 7.4550 -1.9522 3.4160 0.0 0.0 -0.1 0.418
H 5.9590 -2.7498 3.7419 -0.1 0.0 -0.1 0.344
H 6.0293 0.2030 2.8954 0.0 0.0 0.0 0.242
H 6.2076 -0.3265 4.5632 0.0 0.0 0.0 0.374
H 4.7162 -0.6600 3.7052 0.0 0.1 -0.1 0.285
C -4.6529 2.7593 4.3097 0.0 0.0 0.0 -1.378
C -5.7957 2.5491 3.3274 0.1 -0.1 0.1 -0.390
N -5.3803 2.6006 1.9386 0.0 0.1 -0.2 0.193
C -6.4933 2.6648 1.0073 -0.2 0.1 0.0 -0.466
C -7.4449 1.4639 0.9322 0.0 0.0 -0.1 -1.004
C -4.3008 1.7002 1.5688 0.2 -0.1 0.3 -0.041
C -4.5149 0.1989 1.7966 0.0 -0.1 -0.2 -0.546
H -4.1384 3.7015 4.1155 0.0 0.0 -0.1 0.327
H -5.0451 2.7909 5.3272 0.0 0.0 0.0 0.434
H -3.9226 1.9499 4.2701 0.0 0.0 0.0 0.251
H -6.5257 3.3467 3.4907 -0.1 0.0 -0.1 0.478
H -6.3048 1.6049 3.5774 0.0 0.0 0.1 0.281
H -6.0994 2.8659 0.0065 0.1 0.0 0.0 0.137
H -7.0852 3.5493 1.2641 0.0 0.0 0.1 0.416
H -6.9991 0.6249 0.3995 0.0 0.0 0.1 0.203
H -8.3458 1.7470 0.3832 0.0 0.0 0.0 0.422
H -7.7582 1.1226 1.9190 0.0 0.0 0.0 0.273
H -3.4072 1.9937 2.1232 -0.1 0.1 0.0 0.168
H -4.0352 1.8731 0.5223 -0.1 0.1 0.0 -0.340
H -4.9886 -0.0245 2.7535 0.0 0.1 0.0 0.380
H -3.5540 -0.3124 1.7857 0.0 0.1 0.0 -0.108
H -5.1203 -0.2417 1.0044 -0.1 -0.1 0.1 0.282
```
Positions in Å, forces in eV/Å.

The HOMO-LUMO gap is 7.82 eV. Its SMILES is C#CC[C@@]1(CC)OC(=O)O[C@]1(CCC(C)C)CON=O.CCN(CC)CC.CCN(CC)CC.